(1)
Below is a single C3H5NO4 molecule in a non-equilibrium geometry, with properties calculated with ωB97M-V/def2-TZVPD.

Geometry (Å):
1 O -2.6153 1.2203 -0.1141
2 C -2.7809 0.0009 -0.0341
3 O -1.8227 -0.8778 0.2545
4 C -0.5876 -0.0928 0.0158
5 O 0.3110 -1.1898 -0.1111
6 C 1.5202 -0.7592 -0.1404
7 N 1.8755 0.4823 0.1995
8 O 3.2513 0.5323 -0.0582
9 H -3.8587 -0.3413 -0.0836
10 H -0.3349 0.5944 0.8307
11 H -0.6311 0.5023 -0.8836
12 H 2.2283 -1.4876 -0.1794
13 H 3.4449 1.4160 0.3040

## Properties
Spin multiplicity ... 1
SMILES ... O=COCO/C=N/O
Total charge ... 0

Atomic partial charges in e from the Mulliken method, atoms 1 to 6: O -0.501; C 0.172; O -0.255; C -0.232; O -0.282; C -0.011

=====

(2)
Below is a single C3H5NOS molecule in a non-equilibrium geometry, with properties calculated with ωB97M-V/def2-TZVPD.

Geometry (Å):
1 C 1.0249 -0.1479 0.6355
2 C -0.0088 -2.1154 -0.3256
3 C 0.3965 1.0351 0.1115
4 N 0.6829 -1.2440 0.0968
5 O -1.9306 -0.0645 0.7625
6 S -1.3519 0.4121 -0.4617
7 H 1.8973 -0.1903 1.0873
8 H 0.1421 -2.5058 -1.2281
9 H 0.3428 1.8565 0.8097
10 H 0.8052 1.3504 -0.8508
11 H -2.0005 1.6138 -0.6371

## Properties
Spin multiplicity ... 1
Total charge ... 0

Atomic partial charges in e from the Mulliken method, atoms 1 to 6: C -0.341; C -0.264; C -0.609; N -0.139; O -0.523; S 0.262

=====

(3)
Below is a single C3H5NOS molecule in a non-equilibrium geometry, with properties calculated with ωB97M-V/def2-TZVPD.

Geometry (Å):
1 C 1.6292 -1.0205 -0.1024
2 C 0.3080 -0.8824 -0.0300
3 N -0.3367 0.3820 -0.0691
4 O 0.5307 1.4436 -0.1506
5 C -1.6407 0.6260 -0.0811
6 S -2.8784 -0.4139 -0.0751
7 H 2.2585 -0.1303 -0.0738
8 H 2.0739 -2.0168 -0.0656
9 H -0.4109 -1.6670 0.1307
10 H 0.2533 1.9554 0.6227
11 H -1.7869 1.7238 -0.1059

## Properties
Spin multiplicity ... 1
SMILES ... C=CN(O)C=S
Total charge ... 0

Atomic partial charges in e from the Mulliken method, atoms 1 to 6: C -0.672; C -0.108; N 0.135; O -0.420; C 0.041; S -0.368

=====

Ordered calculated total energy results: -12868.88225; -17559.70027; -17562.19746; unit eV.
Ordered energy above the lowest of the compared OMol25 structures with the same formula, charge and spin results: 3.993; 5.567; 3.070; unit eV.
Ordered frontier orbital gap results: 10.03; 8.57; 8.87; unit eV.